# 1
# C2H9NS

A 2-piece molecular cluster, C2H9NS overall (the ωB97M-V functional and the def2-TZVPD basis, OMol25).

Geometry as XYZ:
```
13
Properties=species:S:1:pos:R:3:forces:R:3:mulliken_charge:R:1
N -2.249413 1.982974 1.262087 0.733 0.376 -0.422 -0.63
H -1.780329 1.306502 1.840186 -0.283 -0.489 0.486 0.20
H -2.697129 2.663889 1.868823 0.185 -0.052 -0.017 0.22
H -1.429076 2.427713 0.831699 -0.685 0.169 -0.063 0.22
C 1.471405 -0.740791 0.600527 1.373 -0.543 -1.339 -0.96
S -0.215410 -0.625047 -0.111793 0.308 -0.177 0.862 -0.04
C 0.182345 -1.081510 -1.817487 0.573 0.573 -0.044 -0.77
H 2.132905 0.084030 0.314446 -0.504 0.377 0.168 0.33
H 1.963633 -1.569123 0.074871 -0.266 -0.152 0.105 0.29
H 1.693749 -0.974066 1.639610 -1.084 0.243 0.267 0.36
H -0.451950 -1.842945 -2.252288 -0.338 -0.043 0.216 0.31
H 0.178137 -0.182397 -2.431549 -0.151 -0.093 -0.127 0.25
H 1.201135 -1.449235 -1.819126 0.139 -0.189 -0.089 0.23
```
Forces are in eV/Å.

Summary:
SMILES string ... CSC.N
Charge ... 0
Orbital gap ... 9.6 eV
LUMO ... 1.028 eV

# 2
# C2H9NS

A 3-piece molecular cluster, C2H9NS overall (the ωB97M-V functional and the def2-TZVPD basis, OMol25).

Geometry as XYZ:
```
13
Properties=species:S:1:pos:R:3:forces:R:3:mulliken_charge:R:1
N -2.665404 0.430177 0.133368 0.367 -0.805 -0.295 -0.60
H -1.981016 0.431183 0.877954 -0.084 0.510 0.090 0.20
H 3.594082 1.004478 -2.214928 0.485 -0.125 -0.040 0.11
H -3.326386 -0.302618 0.348051 -0.241 0.239 -0.097 0.20
H -3.113118 1.312523 -0.047837 -0.005 0.050 0.368 0.20
C 0.379784 -1.258876 0.394179 -0.141 -0.918 -0.249 -0.47
C 0.936393 0.089285 0.350009 0.633 0.659 -0.220 -0.42
S 0.450280 -0.480563 2.023054 -0.045 0.466 -0.354 -0.16
H 2.891713 1.186688 -2.151676 -0.485 0.127 0.033 -0.11
H -0.612938 -1.442888 0.002502 -0.047 0.308 -0.016 0.27
H 1.024548 -2.120057 0.258693 0.189 0.174 0.074 0.27
H 0.423758 0.893973 -0.165674 -0.675 -0.146 0.422 0.24
H 1.998304 0.256700 0.192299 0.049 -0.539 0.284 0.27
```
Forces are in eV/Å.

Summary:
SMILES string ... [H][H].C1CS1.N
Charge ... 0
Orbital gap ... 9.9 eV
LUMO ... 1.031 eV

# 3
# C2H9NS2

A 2-piece molecular cluster, C2H9NS2 overall (the ωB97M-V functional and the def2-TZVPD basis, OMol25).

Geometry as XYZ:
```
14
Properties=species:S:1:pos:R:3:forces:R:3:mulliken_charge:R:1
S 3.373466 0.116880 -0.877126 -0.358 -0.503 0.512 -0.19
S 3.669237 -0.119790 1.163857 0.063 0.127 0.023 -0.17
H 2.796042 -1.099856 -1.086596 0.149 0.519 0.001 0.18
H 2.567625 0.443977 1.727400 0.088 -0.143 -0.564 0.16
C -1.606660 -1.042254 -0.469090 0.271 0.554 -0.317 -0.89
C -1.462069 0.467573 -0.276105 -1.272 1.176 1.476 -0.50
N -0.271015 0.850606 0.501021 -0.198 -0.891 0.314 -0.41
H -1.583147 -1.420951 0.550651 0.314 -0.504 -0.148 0.24
H -2.531570 -1.396910 -0.926248 -0.186 0.469 0.014 0.33
H -0.805051 -1.426442 -1.095196 0.273 -0.211 0.291 0.23
H -1.610963 1.187732 -1.076299 0.370 -0.653 -0.910 0.38
H -2.315404 0.785941 0.355999 0.039 -0.379 -0.155 0.25
H -0.529543 1.118498 1.446874 0.315 0.119 -0.445 0.20
H 0.309056 1.534990 0.060857 0.133 0.319 -0.094 0.20
```
Forces are in eV/Å.

Summary:
SMILES string ... CCN.SS
Charge ... 0
Orbital gap ... 9.6 eV
LUMO ... 0.383 eV

# 4
# C2H9NS2

A 2-piece molecular cluster, C2H9NS2 overall (the ωB97M-V functional and the def2-TZVPD basis, OMol25).

Geometry as XYZ:
```
14
Properties=species:S:1:pos:R:3:forces:R:3:mulliken_charge:R:1
S 2.920860 -1.337571 0.243550 -1.030 0.927 0.043 -0.18
S 1.766673 0.448741 0.557125 0.637 -1.271 0.617 -0.20
H 1.868819 -2.157486 0.002335 0.285 0.210 0.073 0.18
H 1.729661 0.879738 -0.684913 0.067 0.145 -0.744 0.18
C -3.754302 1.107133 0.445847 0.268 0.587 -0.641 -0.76
N -2.713195 0.289117 -0.133345 1.029 -1.135 0.305 -0.31
C -2.628625 0.279318 -1.562905 -0.900 0.695 -1.386 -0.90
H -4.677110 0.534538 0.329273 -0.192 0.306 0.351 0.24
H -3.850287 2.039867 -0.146251 -0.216 -0.048 0.361 0.28
H -3.576348 1.398256 1.497729 -0.019 -0.482 -0.541 0.32
H -1.763962 0.389998 0.210950 -0.498 0.300 0.485 0.24
H -2.160583 1.188881 -1.973152 0.230 -0.026 0.013 0.31
H -2.137660 -0.588474 -2.007381 0.256 -0.054 0.462 0.29
H -3.615947 0.293401 -2.062840 0.083 -0.154 0.602 0.32
```
Forces are in eV/Å.

Summary:
SMILES string ... CNC.SS
Charge ... 0
Orbital gap ... 8.4 eV
LUMO ... -0.044 eV

# 5
# C2H9NS2

A 2-piece molecular cluster, C2H9NS2 overall (the ωB97M-V functional and the def2-TZVPD basis, OMol25).

Geometry as XYZ:
```
14
Properties=species:S:1:pos:R:3:forces:R:3:lowdin_spin:R:1
S 0.659158 1.886937 -2.518497 -1.844 -0.136 0.456 0.48
S -1.237959 1.004031 -2.556973 1.555 1.167 0.434 0.47
H 1.522764 1.064902 -3.121802 -0.201 -0.650 -0.470 0.02
H -1.193563 0.126875 -3.557764 0.485 -0.386 -0.423 0.02
C 1.477940 -1.647439 3.124011 4.701 1.414 -2.200 0.00
C 0.213523 -2.285803 2.978887 -5.751 1.044 0.280 0.00
N -0.769212 -1.723672 4.065980 1.832 -2.227 0.276 0.00
H 1.653795 -0.744751 3.694094 -0.917 -0.087 1.037 0.00
H 2.312851 -2.295268 3.338653 0.243 -0.428 0.409 0.00
H 1.813600 -1.185304 2.151256 -0.263 -0.728 0.329 0.00
H -0.243870 -1.931464 1.945708 0.540 -1.176 2.022 0.00
H 0.029955 -3.366288 3.123966 1.113 0.477 -0.545 0.00
H -0.238377 -1.328443 4.850669 0.082 -0.693 -0.263 0.00
H -1.160642 -0.930608 3.703486 -1.576 2.409 -1.341 0.00
```
Forces are in eV/Å.

Summary:
Expectation value of S² ... 0.755
Charge ... +1
Orbital gap (spin up / spin down) ... 4.9 / 1.9 eV
LUMO (spin up / spin down) ... -6.357 / -9.314 eV
Spin multiplicity ... 2

# 6
# C2H9O3

A 3-piece molecular cluster, C2H9O3 overall (the ωB97M-V functional and the def2-TZVPD basis, OMol25).

Geometry as XYZ:
```
14
Properties=species:S:1:pos:R:3:forces:R:3:mulliken_charge:R:1
C 1.486211 0.561242 0.390199 -0.314 -0.072 0.938 -0.21
O 0.273325 1.036898 0.911536 0.580 0.009 -0.286 -0.57
C 2.009884 1.404620 -0.743996 0.068 0.097 -1.007 -0.98
H 2.216902 0.542990 1.223973 0.103 0.032 -0.316 0.22
H 1.367426 -0.483193 0.063360 0.047 0.087 -0.102 0.25
H 2.093636 2.464329 -0.494370 0.094 -0.078 0.238 0.26
H 2.969600 1.034536 -1.118488 0.225 0.074 0.245 0.31
H 1.358280 1.357004 -1.625413 -0.227 -0.057 0.275 0.25
H -3.260732 -1.399015 -0.216220 0.546 0.328 0.037 0.43
H -3.272671 -2.854599 0.101457 -0.278 0.238 -0.241 0.26
O -3.840206 -2.182997 -0.306651 -0.033 -0.487 0.210 -0.67
H -1.396882 -1.264407 0.930795 -0.026 0.062 -0.009 0.15
H -0.451254 0.361699 0.614292 -0.720 0.056 0.032 0.40
O -1.553513 -0.579101 0.269532 -0.066 -0.291 -0.015 -1.11
```
Forces are in eV/Å.

Summary:
Charge ... -1
Orbital gap ... 8.2 eV
LUMO ... 4.189 eV

# 7
# C2HBr2F

A 2-piece molecular cluster, C2HBr2F overall (the ωB97M-V functional and the def2-TZVPD basis, OMol25).

Geometry as XYZ:
```
6
Properties=species:S:1:pos:R:3:forces:R:3:mulliken_charge:R:1
C -1.002530 -0.502391 -0.514006 0.643 0.895 1.418 -0.20
C 0.723674 0.731793 0.337851 -1.619 0.409 -1.141 0.12
F 0.598900 1.986950 -0.089530 0.321 -1.305 0.517 -0.09
Br -1.120275 -2.303621 0.006345 0.224 0.087 -0.124 -0.03
Br 2.431093 0.106350 -0.012140 0.495 0.002 -0.055 0.00
H -1.630861 -0.019083 0.271479 -0.066 -0.087 -0.615 0.19
```
Forces are in eV/Å.

Summary:
Charge ... 0
Orbital gap (spin up / spin down) ... 7.3 / 7.3 eV
LUMO (spin up / spin down) ... -1.761 / -1.762 eV

# 8
# C2HBr2NO

C2HBr2NO as an isolated structure (the ωB97M-V functional and the def2-TZVPD basis, OMol25).

Geometry as XYZ:
```
7
Properties=species:S:1:pos:R:3:forces:R:3:mulliken_charge:R:1
C 1.491416 -0.360431 -0.538092 -0.196 -0.204 0.467 0.54
C -1.359121 -0.200668 -0.109597 -0.587 0.109 -1.802 -0.01
N 0.731338 0.480174 -0.178552 -0.831 2.411 0.722 -0.35
O 2.015674 -1.345989 -0.814165 0.987 -0.840 -0.630 -0.36
Br -1.199069 -1.459367 1.219092 -0.254 -0.216 1.139 0.02
Br -2.307066 1.437376 0.292585 0.268 -0.347 0.593 -0.11
H 0.626825 1.448906 0.128728 0.613 -0.913 -0.490 0.28
```
Forces are in eV/Å.

Summary:
Charge ... 0
Orbital gap ... 7.7 eV
LUMO ... -0.897 eV

# 9
# C2HBr2NO

C2HBr2NO as an isolated structure (the ωB97M-V functional and the def2-TZVPD basis, OMol25).

Geometry as XYZ:
```
7
Properties=species:S:1:pos:R:3:forces:R:3:mulliken_charge:R:1
C 0.291861 1.336533 -0.360357 0.116 0.500 -0.336 0.53
C -0.516361 -0.870828 0.470587 -1.209 -1.294 0.626 -0.06
N 0.353409 0.240564 0.260194 0.924 0.467 0.323 -0.18
O 0.207798 2.421989 -0.743757 -0.213 -0.636 0.124 -0.25
Br -2.013140 -0.753023 -0.720627 0.091 0.162 -0.342 -0.17
Br 0.561639 -2.506338 0.168891 -0.120 0.389 -0.207 -0.18
H 1.114796 0.131102 0.925069 0.410 0.413 -0.187 0.31
```
Forces are in eV/Å.

Summary:
Charge ... 0
Orbital gap ... 6.8 eV
LUMO ... -0.813 eV

# 10
# C2HBrCl3O2P

C2HBrCl3O2P as an isolated structure (the ωB97M-V functional and the def2-TZVPD basis, OMol25).

Geometry as XYZ:
```
10
Properties=species:S:1:pos:R:3:forces:R:3:mulliken_charge:R:1
C -1.101639 -0.434509 -1.177075 -1.220 -0.700 -2.956 0.53
C -0.581500 -0.213914 0.105145 0.172 -3.021 2.290 -0.55
O -0.472149 -0.241597 -2.171475 -0.238 0.016 -0.047 -0.44
O -0.883603 -3.537518 0.087548 -0.389 -0.440 -0.148 -0.43
P 0.154593 -2.556580 0.301413 -0.078 2.992 0.110 0.88
Cl -2.767701 -1.180987 -1.282784 0.799 0.377 -0.232 -0.16
Cl 0.905378 -2.533283 2.167045 0.050 0.038 -0.376 -0.14
Cl 1.678680 -2.547563 -0.996990 -0.088 -0.077 0.270 -0.13
Br -1.875487 -0.076803 1.472997 0.595 0.497 0.543 0.00
H 0.292180 0.401311 0.073778 0.397 0.317 0.546 0.44
```
Forces are in eV/Å.

Summary:
Charge ... 0
Orbital gap ... 8.3 eV
LUMO ... -1.754 eV

| no. | maximum force (eV Å⁻¹) |
| --- | --- |
| 1 | 2.0 |
| 2 | 1.0 |
| 3 | 2.3 |
| 4 | 1.8 |
| 5 | 5.9 |
| 6 | 1.0 |
| 7 | 2.0 |
| 8 | 2.7 |
| 9 | 1.9 |
| 10 | 3.8 |